{
  "formula": "C55H68N2O14P",
  "method": "ωB97M-V with the def2-TZVPD basis set",
  "elements": ["C", "H", "O", "H", "C", "C", "C", "O", "C", "C", "C", "O", "H", "H", "H", "H", "C", "H", "H", "C", "C", "H", "H", "O", "H", "C", "H", "C", "H", "C", "H", "H", "O", "H", "H", "H", "H", "H", "H", "H", "H", "N", "C", "C", "H", "O", "C", "C", "C", "C", "H", "H", "O", "H", "C", "C", "H", "C", "H", "C", "C", "H", "C", "H", "C", "H", "C", "N", "C", "H", "C", "H", "H", "C", "H", "C", "C", "H", "H", "H", "H", "C", "C", "O", "H", "H", "C", "C", "C", "O", "H", "O", "C", "C", "C", "C", "C", "C", "H", "H", "H", "H", "H", "C", "C", "H", "H", "C", "H", "H", "C", "H", "H", "C", "H", "H", "H", "H", "H", "H", "H", "H", "O", "H", "C", "C", "C", "H", "H", "C", "C", "O", "O", "H", "O", "C", "P", "H", "H", "C"],
  "coordinates": [[-0.7043, -0.5645, 9.1937], [6.5838, -2.7235, 2.7964], [3.3768, 0.1493, -0.1474], [-7.3652, 1.5130, -8.2645], [5.2681, -2.8356, 0.1670], [-2.2485, 1.3741, 9.7164], [-7.4258, 0.4103, -8.1203], [2.5737, 4.6478, 3.1910], [0.1954, -5.4104, -2.0011], [0.9704, 0.4031, 2.5165], [-11.3833, 3.9811, -7.1680], [-2.7234, 0.2273, 6.3864], [-2.6790, 0.7031, -7.2787], [-11.2685, 4.6400, -6.3167], [-1.3786, -1.9600, -6.7816], [-1.0274, -2.5525, -4.4000], [0.0530, -1.6075, 0.1099], [-0.8809, -1.3506, 7.2428], [-3.5271, 1.9771, 8.1370], [1.4658, 5.2904, 3.8084], [8.6184, -2.1472, 2.9147], [3.5091, -0.6596, -2.6082], [-12.6471, 4.1263, -10.4221], [1.4518, -8.1017, 0.7954], [4.5821, -1.3893, 1.5578], [-10.9811, 2.7114, -7.1448], [0.5028, 5.0853, 3.2779], [-0.5736, 0.2581, 2.4397], [-1.0508, 0.7857, 3.2920], [-4.8412, 0.4284, -8.5712], [-2.7690, -2.4811, -4.0435], [-3.1962, -2.0444, -6.5508], [-1.4928, -3.5397, 3.6977], [0.0845, -2.5013, -0.5562], [3.4361, 1.3827, 3.3499], [9.0370, -3.1046, 2.6314], [8.0378, 5.0270, 8.7622], [0.9392, 1.9071, 4.0651], [-0.7998, 0.3577, -0.6330], [3.1089, 2.4542, 1.9463], [1.4876, -0.2427, 3.2526], [-0.1618, -1.5348, 4.9902], [6.5809, 5.5600, 5.1408], [-6.2143, -0.3083, -8.8180], [7.4901, 3.0333, 7.3766], [-12.3841, 5.7191, -8.3936], [-2.3038, -1.3814, -6.5578], [9.0390, 0.2547, 3.5923], [-1.6001, -1.3283, -2.6390], [3.0083, 3.4830, 3.8869], [-3.0377, -0.2267, -4.8650], [4.6960, -2.7421, -3.2804], [5.8974, -4.2826, -1.5745], [-0.9759, -0.9278, 5.1707], [7.3421, 4.0447, 7.0191], [1.2647, 1.8838, 2.9923], [0.0722, -1.2366, 9.5367], [4.6329, -1.7208, 0.5266], [0.6953, 2.6449, 2.4226], [-0.1215, -0.9155, -2.3597], [-2.7514, 1.3064, 8.4838], [-6.4040, -0.3550, -9.9145], [4.0106, -1.2972, -1.8906], [2.8443, -7.5177, -1.3143], [5.3220, -3.2668, -1.2486], [-0.8010, -6.8354, 0.9831], [-0.6258, -5.7187, -0.8091], [-1.1151, -1.1404, 2.3477], [1.0800, -7.3021, -0.0360], [0.5796, -1.7750, -2.4692], [-11.1485, 1.8310, -8.3223], [-2.5882, 2.1039, 10.4400], [6.1779, 5.6442, 4.1391], [-2.2691, 0.2986, 7.5173], [-6.1967, -1.3597, -8.4521], [9.5858, -1.0634, 3.2018], [6.8736, 6.6276, 5.8820], [1.6353, 6.3912, 3.7268], [-2.1348, -1.1515, 0.4890], [4.0982, 3.6045, 4.1409], [-1.5700, -5.1943, -0.7240], [-12.0160, 4.5635, -8.3727], [7.7251, 0.4602, 3.6816], [10.7806, -1.2509, 3.1186], [5.7691, -3.4731, 0.8845], [-2.0371, -3.2276, 4.4381], [7.3053, -1.9427, 3.0032], [4.6456, -2.4119, -2.2505], [-11.7808, 2.4128, -9.5269], [-0.7268, 0.5064, 11.2837], [2.4793, 3.2892, 4.8456], [-10.7792, 0.6747, -8.3002], [-12.1832, 3.6827, -9.5504], [-1.2111, -0.6270, 7.9645], [-1.2665, -1.6724, 0.9341], [-1.8427, -1.8606, -4.0883], [-2.4854, -0.3110, -7.6960], [-3.6808, -0.6392, -8.6796], [-0.1926, -2.2237, 5.7430], [1.4830, 0.3165, 1.5305], [-0.9092, 0.7955, 1.5218], [-7.3908, 0.1305, -7.0430], [-2.0876, -1.0841, 2.6910], [-1.1859, 0.4446, 10.1658], [7.4225, 6.4847, 7.2494], [2.0747, -5.8767, -3.0205], [6.7254, 7.6384, 5.5241], [1.9008, -6.9937, -1.2285], [1.3517, 5.0723, 4.8903], [-4.7354, 1.1606, -9.3996], [-2.0823, -0.7323, -5.1430], [0.1508, -0.1231, -3.0931], [-8.3889, 0.0727, -8.5525], [6.7937, 4.1887, 5.6530], [-1.9215, -2.1357, -1.9324], [-1.5369, -0.2663, -8.2794], [-1.2315, -0.0164, -5.1474], [-3.3315, -0.6238, -9.7393], [-2.2651, -0.4558, -2.4171], [-1.5632, -2.7427, 1.0607], [7.3084, 1.4184, 3.9656], [-11.8955, 1.7539, -10.3781], [7.6871, 7.4549, 7.9253], [-4.0435, -1.6722, -8.4873], [-0.2148, -6.5970, 0.1044], [7.6351, 5.1116, 7.7610], [3.9569, -0.8678, -0.4760], [-4.8570, 0.9314, -7.5797], [-10.5171, 2.2675, -6.2732], [-0.0042, -0.3694, -0.8962], [1.4888, -6.1150, -2.1419], [6.5272, 3.2145, 4.9737], [-0.1792, -4.6060, -2.8314], [9.7611, 1.0344, 3.7989], [5.5572, -0.4410, 3.4749], [6.7582, -0.6241, 3.3939], [-0.3208, -2.3487, 3.4444], [0.9762, -1.5958, 0.7177], [0.9683, 0.1627, -0.7837], [2.7913, 2.2110, 2.9868]],
  "mulliken_charge": [-0.46, 0.68, -0.57, 0.31, -0.42, -0.39, -1.18, -0.37, 0.31, 1.03, -0.33, -0.58, 0.48, 0.40, 0.22, 0.31, 0.33, 0.12, 0.42, -0.61, -0.48, 0.52, 0.40, -0.55, 0.59, -0.27, 0.21, -1.34, 0.59, -0.67, 0.36, 0.32, -0.52, -0.08, 0.19, 0.43, 0.41, 0.41, 0.59, 0.26, 0.46, -0.48, -0.21, -0.43, 0.44, -0.54, -0.50, -0.33, -0.30, 0.02, 0.24, 0.46, -0.57, 0.25, -0.40, -1.35, 0.43, -0.08, 0.26, -0.66, -0.38, 0.33, -0.28, 0.45, 0.15, 0.44, -0.17, 0.18, 0.30, 0.17, 0.45, 0.42, 0.45, 0.71, 0.33, 0.25, -0.45, 0.26, 0.50, -0.25, 0.50, 0.35, -0.39, -0.53, 0.44, 0.32, -0.28, -0.54, -0.39, -0.50, 0.38, -0.55, -0.35, -0.13, -1.18, -0.84, -0.82, -0.81, 0.40, -0.50, 0.31, 0.27, 0.53, 0.27, 0.32, 0.50, 0.41, -0.43, 0.31, 0.22, -0.64, 0.46, 0.36, 0.37, 0.09, 0.38, 0.31, 0.37, 0.39, 0.26, 0.53, 0.41, -0.53, 0.48, -0.46, -0.36, 0.30, 0.41, 0.41, -0.79, -0.40, -0.48, -0.50, 0.47, -0.53, 0.19, 0.30, 0.37, 0.19, -0.28],
  "e_homo_ha": -0.414,
  "total_charge": 1,
  "e_tot_ev": -99058.2707,
  "e_above_lowest_ev": 0.0000,
  "lumo_ev": -4.03
}